# 1
Formula: C33H43DyFN7O4P2
Source: OMol25
Level of theory: ωB97M-V/def2-TZVPD

The geometry in ORCA input format:
```
! RIJCOSX wB97M-V def2-TZVPD def2/J DEFGRID3
* xyz 4 6
H 2.2592 -4.4206 -0.8854
H 4.9948 -3.1396 1.7215
C 0.1082 -2.4082 -2.4144
N -0.2038 -1.8358 3.8251
N -0.4240 -2.4316 1.2112
C 2.8839 0.5735 -0.3582
O 0.3045 0.5775 0.8312
H 4.9879 0.4319 3.6750
Dy 1.5066 -1.3349 2.1613
N 1.6208 1.1991 1.8199
C -1.4905 3.2634 -2.7484
H 3.7448 -3.4576 -0.7506
C -1.0420 -2.2193 6.0367
C -0.6868 -2.6436 -0.1543
H 5.4140 -0.7436 2.4229
C -2.0165 -3.4671 -1.9775
H -4.1751 6.1482 -5.3734
H 0.9795 -5.5117 1.4800
C -0.2355 -1.5450 5.1277
H -4.0584 5.9650 -2.9068
C -1.0420 -3.0411 -2.8746
C -5.9769 3.6129 -3.9895
H 2.8151 -1.9994 6.1699
H -7.0424 3.4561 -3.8304
H -2.4519 -3.8280 6.2657
H -2.1277 1.2431 0.4673
H -5.6939 4.3713 -1.9840
O 3.8458 0.2690 -0.9900
O 1.4900 0.6916 2.8794
H 0.4073 5.4016 -2.9258
H 0.4253 3.4330 -4.5726
H 0.4114 -0.7384 5.4534
C -2.9703 2.4140 -1.0716
H 3.4004 -0.3342 5.9878
N 0.8739 2.6974 -2.6543
C 1.1897 3.5669 -3.8117
C 4.2232 -3.3344 3.7443
C -1.8322 -3.5604 4.2248
C 1.8934 -5.3085 2.0401
C -3.6294 5.1673 -3.5272
C 3.1541 -4.2482 -0.2868
F -4.1695 2.3658 -0.4860
C 1.3210 5.0265 -3.3872
C 5.1617 -0.6263 3.4762
C -0.4148 2.6094 -2.1459
H -2.5929 -3.5970 0.0902
C 1.8783 2.0723 -2.0571
C 0.4545 1.2184 -0.3228
H -6.2472 4.8968 -5.6111
C -1.9454 1.7706 -0.4589
H 2.5770 -6.1478 1.9092
H 2.1263 3.2182 -4.2399
H -2.9039 -3.9662 -2.3429
C -1.8311 -3.2626 5.5831
H -1.3117 3.8403 -3.6406
C 1.7280 1.3394 -0.8946
C -1.0348 -2.8086 3.3755
H 0.8727 -2.1004 -3.1162
H 2.8624 2.1568 -2.5023
H 3.7425 -5.1657 -0.2619
P 2.6874 -3.7850 1.4137
C 0.2863 -2.2048 -1.0609
H -2.5773 5.4008 -3.6494
C -2.7960 3.2006 -2.2533
C 4.3159 -3.7869 2.2838
H -1.0462 -1.9215 7.0760
H 4.5592 -1.6609 6.1693
H 1.5478 5.6387 -4.2586
H -6.1914 5.6718 -4.1661
H -5.5972 2.8187 -4.6302
H 5.9940 -0.9651 4.0934
C -1.8471 -3.2721 -0.6207
N -3.8239 3.8939 -2.8398
H 4.7243 -4.7985 2.2312
H -2.4469 -4.3457 3.8066
O 2.7483 0.1788 0.9390
H -1.1699 -3.2150 -3.9348
H -3.9068 4.4039 -5.5411
H 3.5266 -3.9686 4.3003
H 2.1388 5.1456 -2.6763
C 3.5991 -1.3772 5.7386
N -1.1725 -3.0442 2.0106
C -5.2475 3.6198 -2.6460
N -5.7692 4.9115 -4.7069
H 1.2055 -1.7523 -0.6957
C -4.3085 5.1806 -4.8924
H 5.1979 -3.4330 4.2266
P 3.6683 -1.5793 3.9258
C -0.6342 1.8437 -0.9703
H 1.6384 -5.2199 3.0969
H -5.4114 2.6503 -2.1937
*
```

⟨S²⟩	9.3252
LUMO level (spin up / spin down)	-11.0 / -11.0	eV
gap between HOMO and LUMO (spin up / spin down)	6.96 / 7.00	eV

# 2
Formula: C50H59Ge2N2S5Tc
Source: OMol25
Level of theory: ωB97M-V/def2-TZVPD

The geometry in ORCA input format:
```
! RIJCOSX wB97M-V def2-TZVPD def2/J DEFGRID3
* xyz 1 4
H 0.9146 0.1820 -1.0040
C -2.7138 -4.0423 6.8770
C -5.7585 -5.0438 1.9642
H -1.6366 0.1300 -5.9624
C -2.7930 -2.5071 4.5703
C -2.1752 -2.7637 6.8815
H -3.6615 -5.5708 5.7045
C -2.3918 0.4913 5.9869
H -4.9891 -1.9353 -2.9392
H -2.4781 2.6230 6.0822
H -3.0718 -1.2147 -4.0178
H -2.8803 -5.8431 0.4024
N 0.6186 -0.3844 -1.8284
C 0.2768 0.8382 5.3103
H -1.7650 2.8475 -3.7996
H -1.7221 -2.3620 7.7801
H -8.5358 3.0606 -1.4293
H -8.1829 -1.8258 2.2324
C -7.2747 0.0459 2.7614
S -2.9987 0.8409 2.9263
H -6.8338 -5.0941 1.8270
C -6.6600 1.2451 2.3654
C -7.7606 -0.9492 1.7419
H -6.9359 1.2476 7.1690
Ge -2.7023 -1.4495 2.9465
H 1.2596 -2.0113 -0.6892
C -2.4405 2.0552 -3.4913
H 1.2768 -1.7618 6.2167
H -0.5369 3.9307 4.6583
C 0.7163 -1.6209 5.2890
Tc -0.8306 0.7630 1.6490
C -1.5838 -0.6248 5.7180
Ge -3.9250 0.3826 0.8636
H -2.5575 4.0851 -1.6940
C -3.4544 2.3546 -2.5831
C 0.6924 -2.6866 -2.6797
C -7.6795 2.2031 0.3378
H 0.0036 3.8770 6.3301
H -3.9159 -0.3396 7.2589
H -6.5714 -6.1413 -0.2776
C -7.6762 2.5637 -0.9980
H -6.6758 -0.4673 6.8404
H -4.7073 3.6587 3.5198
H -6.2986 4.3227 3.1714
H -0.5119 -0.2783 -4.6833
C -5.4525 1.6528 -1.2425
H 1.3169 -0.3376 -2.5817
C -6.2498 2.1784 3.3179
H -7.9367 -1.1176 4.4224
C -3.5509 -5.4568 1.1646
C -3.8293 0.3042 6.3814
H -4.2925 1.2619 6.6126
C 0.0406 3.3462 5.3772
C -0.5177 1.9565 5.5162
C -6.5679 2.2860 -1.7811
C -7.0484 0.7163 5.0838
C -3.2684 -4.5611 5.7181
C -5.6210 3.4968 2.9449
H -3.8746 4.4540 -2.8008
C -4.9213 -5.5255 0.9628
C -3.5404 3.7535 -2.0325
C -5.2543 -4.4894 3.1314
C -6.4572 1.8961 4.6662
H 1.3242 0.9696 5.0582
C -7.2505 0.4134 6.5429
S -0.6215 -1.4459 2.1620
H -2.6859 -4.6431 7.7772
C -4.1888 0.0431 -2.7003
C -3.0047 -4.9102 2.3224
N 1.8926 -2.2432 -3.3885
H -5.9349 -2.9457 4.4752
C -4.3307 1.3435 -2.1859
H 1.4366 -1.4357 4.4925
H -1.1168 -5.9186 2.4625
C -5.4832 -6.1031 -0.3075
H -8.5296 -0.5178 1.0983
S 1.1202 1.3242 0.9574
C -6.1889 -3.9687 4.1878
H -0.6231 1.3862 -5.2551
H -7.2162 -3.9766 3.8262
C -3.8656 -4.4113 3.3034
H 2.7348 -2.5894 -2.9438
C -7.4521 -0.1982 4.1131
H -6.1455 -4.5785 5.0931
C -5.4571 1.3028 0.1188
H -4.9650 -1.3902 -1.2700
H 1.0764 3.3252 5.0416
H -0.2742 -0.0046 -2.1562
H 0.1993 -2.5545 5.0722
C -1.8480 1.7617 5.8832
H -5.1914 -5.5019 -1.1712
H 0.7112 -3.7347 -2.3706
H -6.9481 -1.2858 1.0921
S -4.1874 -1.7776 1.3219
C -2.2794 0.7822 -4.0132
H -0.1649 -2.5629 -3.3428
H -0.4796 -1.9702 -0.9812
C -0.2273 -0.4574 5.4326
H 1.9064 -2.5679 -4.3458
S -2.0666 0.8127 -0.2609
H -6.1519 2.6294 5.4053
H -6.1721 -0.7500 -2.3706
H -8.2992 0.2040 6.7589
H -1.0299 -4.3525 1.6624
H -6.5577 2.5546 -2.8307
H -1.1835 -4.4418 3.4170
C -2.1967 -1.9880 5.7298
C -5.1296 -1.0641 -2.3004
H -8.5394 2.4151 0.9618
C -1.5040 -4.8985 2.4816
C 0.4947 -1.8241 -1.4427
H -4.4115 -0.1638 5.5828
H -4.2298 3.8276 -1.1945
C -1.2042 0.4929 -5.0287
H -5.3716 3.5590 1.8868
C -3.1629 -0.2163 -3.6001
C -3.3142 -3.8047 4.5505
C -6.5779 1.5737 0.9115
H -5.1144 -7.1160 -0.4757
*
```

⟨S²⟩	3.7824
LUMO level (spin up / spin down)	-3.0 / -3.2	eV
gap between HOMO and LUMO (spin up / spin down)	7.04 / 7.52	eV